[1]
Below is C24H27N5O5S in the gas phase, with properties calculated with ωB97M-V/def2-TZVPD.

Calculated values
HOMO ... -8.269 eV
Calculated total energy ... -1978.9945 hartree
ΔE to the lowest compared entry with this formula, charge and spin ... 0.000 eV
SMILES string ... CCc1ccc(N(C(=O)c2snc(C(N)=O)c2N)[C@@H](C(=O)NC[C@H]2CCCO2)c2ccco2)cc1
2S+1 ... 1

```
62
Properties=species:S:1:pos:R:3:nbo_charge:R:1
C 5.07 3.66 -0.80 -0.592
C 3.61 3.96 -1.13 -0.422
C 2.73 2.86 -0.62 0.015
C 2.24 2.90 0.68 -0.230
C 1.49 1.85 1.19 -0.142
C 1.22 0.75 0.39 0.060
N 0.51 -0.36 0.93 -0.469
C -0.79 -0.32 1.32 0.666
O -1.27 -1.24 1.99 -0.655
C -1.63 0.76 0.86 -0.448
S -1.23 2.06 -0.23 0.721
N -2.72 2.67 -0.25 -0.578
C -3.56 2.00 0.51 0.003
C -4.98 2.38 0.64 0.641
N -5.31 3.48 -0.06 -0.800
O -5.76 1.75 1.33 -0.632
C -2.99 0.86 1.18 0.213
N -3.68 0.04 1.97 -0.787
C 1.29 -1.52 1.38 -0.198
C 0.80 -2.84 0.75 0.706
O 1.00 -3.90 1.29 -0.615
N 0.23 -2.69 -0.45 -0.632
C -0.41 -3.78 -1.15 -0.237
C -1.88 -3.44 -1.42 0.100
C -2.75 -3.30 -0.17 -0.446
C -3.87 -2.38 -0.67 -0.438
C -3.15 -1.51 -1.71 -0.063
O -1.94 -2.17 -2.07 -0.554
C 2.74 -1.34 1.07 0.337
C 3.51 -1.82 0.05 -0.310
C 4.81 -1.27 0.25 -0.313
C 4.72 -0.50 1.37 0.093
O 3.47 -0.53 1.87 -0.411
C 1.70 0.70 -0.91 -0.136
C 2.45 1.75 -1.40 -0.230
H 5.72 4.45 -1.17 0.210
H 5.38 2.72 -1.24 0.207
H 5.21 3.59 0.28 0.205
H 3.32 4.91 -0.68 0.210
H 3.50 4.05 -2.21 0.210
H 2.45 3.75 1.31 0.214
H 1.12 1.88 2.20 0.219
H -4.61 3.95 -0.61 0.417
H -6.26 3.82 -0.04 0.407
H -3.18 -0.73 2.40 0.435
H -4.65 0.26 2.15 0.436
H 1.16 -1.62 2.47 0.258
H 0.00 -1.78 -0.81 0.413
H -0.33 -4.67 -0.54 0.240
H 0.09 -3.94 -2.11 0.197
H -2.31 -4.21 -2.09 0.168
H -3.11 -4.26 0.19 0.219
H -2.18 -2.81 0.62 0.236
H -4.31 -1.78 0.12 0.229
H -4.65 -2.97 -1.15 0.202
H -3.76 -1.36 -2.61 0.176
H -2.89 -0.53 -1.31 0.172
H 3.21 -2.49 -0.72 0.237
H 5.67 -1.44 -0.35 0.230
H 5.44 0.10 1.89 0.205
H 1.49 -0.16 -1.54 0.215
H 2.83 1.71 -2.41 0.214
```


[2]
Below is C24H27N5O7 in the gas phase in a non-equilibrium geometry, with properties calculated with ωB97M-V/def2-TZVPD.

Calculated values
HOMO ... -7.669 eV
Calculated total energy ... -1731.1645 hartree
ΔE to the lowest compared entry with this formula, charge and spin ... 0.000 eV
SMILES string ... COc1cc(/C=N/NC(=O)[C@H](Cc2c[nH]c3ccccc23)NC(=O)OCC(C)C)cc([N+](=O)[O-])c1O
2S+1 ... 1

```
63
Properties=species:S:1:pos:R:3:nbo_charge:R:1
C 4.11 -5.02 -3.59 -0.252
O 4.04 -4.91 -2.19 -0.472
C 3.51 -3.78 -1.65 0.255
C 3.04 -2.70 -2.36 -0.234
C 2.49 -1.58 -1.71 -0.116
C 1.96 -0.49 -2.50 0.066
N 1.23 0.41 -1.97 -0.224
N 0.74 1.40 -2.72 -0.441
C -0.18 2.29 -2.24 0.688
O -0.60 3.18 -2.94 -0.603
C -0.66 2.02 -0.83 -0.155
C -1.55 0.74 -0.83 -0.406
C -1.07 -0.29 0.14 -0.128
C -0.83 -0.10 1.47 -0.023
N -0.42 -1.27 2.04 -0.512
C -0.37 -2.24 1.09 0.117
C -0.01 -3.58 1.18 -0.252
C -0.01 -4.33 0.02 -0.232
C -0.39 -3.76 -1.20 -0.234
C -0.78 -2.45 -1.29 -0.225
C -0.77 -1.66 -0.14 -0.020
N -1.38 3.18 -0.37 -0.629
C -1.29 3.66 0.88 0.901
O -0.71 3.10 1.79 -0.675
O -1.94 4.83 0.98 -0.526
C -2.04 5.40 2.28 -0.073
C -3.44 5.20 2.89 -0.235
C -3.76 3.72 3.02 -0.612
C -4.49 5.92 2.04 -0.608
C 2.43 -1.56 -0.33 -0.156
C 2.91 -2.65 0.40 -0.010
N 2.81 -2.58 1.82 0.530
O 3.18 -3.55 2.48 -0.436
O 2.35 -1.58 2.33 -0.363
C 3.44 -3.78 -0.23 0.331
O 3.89 -4.86 0.40 -0.634
H 4.55 -5.99 -3.78 0.207
H 4.76 -4.24 -4.02 0.176
H 3.12 -4.97 -4.05 0.177
H 3.08 -2.70 -3.44 0.220
H 2.19 -0.49 -3.57 0.156
H 1.01 1.49 -3.70 0.378
H 0.19 1.85 -0.17 0.262
H -2.57 1.05 -0.56 0.233
H -1.60 0.31 -1.83 0.212
H -0.90 0.80 2.04 0.244
H -0.10 -1.37 2.99 0.422
H 0.28 -4.02 2.13 0.219
H 0.28 -5.36 0.06 0.215
H -0.38 -4.38 -2.08 0.208
H -1.08 -2.03 -2.24 0.208
H -1.77 3.77 -1.09 0.428
H -1.83 6.47 2.17 0.186
H -1.28 4.95 2.93 0.212
H -3.42 5.66 3.88 0.202
H -3.84 3.26 2.04 0.204
H -2.98 3.21 3.58 0.218
H -4.71 3.58 3.54 0.210
H -4.29 6.99 2.00 0.205
H -4.47 5.53 1.02 0.211
H -5.48 5.76 2.45 0.208
H 2.02 -0.71 0.18 0.265
H 3.77 -4.73 1.37 0.513
```


[3]
Below is C24H27NO3 in the gas phase in a non-equilibrium geometry, with properties calculated with ωB97M-V/def2-TZVPD.

Calculated values
HOMO ... -7.161 eV
Calculated total energy ... -1211.1603 hartree
ΔE to the lowest compared entry with this formula, charge and spin ... 0.668 eV
SMILES string ... CCOC(=O)[C@@](C)(C(C)=O)[C@H](c1ccc(C)cc1)c1c(C)[nH]c2ccccc12
2S+1 ... 1

```
55
Properties=species:S:1:pos:R:3:nbo_charge:R:1
C -4.34 -1.19 -2.93 -0.628
C -3.19 -0.31 -2.49 -0.071
O -2.03 -1.07 -2.08 -0.533
C -1.04 -0.26 -1.59 0.807
O -1.13 0.94 -1.68 -0.569
C 0.22 -1.05 -1.04 -0.200
C -0.12 -2.53 -1.05 -0.636
C 1.37 -0.63 -1.99 0.619
C 2.50 -1.62 -2.17 -0.742
O 1.43 0.45 -2.60 -0.529
C 1.04 -0.58 0.40 -0.240
C 0.09 -0.65 1.57 0.032
C -0.13 0.36 2.52 -0.199
C -1.19 0.26 3.41 -0.232
C -1.83 -0.95 3.58 -0.017
C -3.03 -1.08 4.52 -0.625
C -1.42 -2.06 2.87 -0.229
C -0.41 -1.93 1.92 -0.205
C 1.86 0.64 0.32 -0.175
C 3.27 0.88 0.26 0.212
C 4.46 0.01 0.51 -0.654
N 3.42 2.17 -0.14 -0.527
C 2.20 2.86 -0.22 0.126
C 1.85 4.05 -0.85 -0.256
C 0.50 4.37 -0.94 -0.211
C -0.50 3.51 -0.44 -0.226
C -0.14 2.28 0.09 -0.165
C 1.19 1.92 0.15 -0.016
H -5.23 -0.58 -3.15 0.220
H -4.13 -1.73 -3.86 0.211
H -4.65 -1.89 -2.16 0.212
H -2.91 0.39 -3.30 0.196
H -3.50 0.29 -1.63 0.187
H -0.97 -2.76 -0.42 0.240
H -0.38 -2.77 -2.11 0.236
H 0.75 -3.14 -0.74 0.205
H 2.15 -2.50 -2.77 0.239
H 3.29 -1.14 -2.78 0.244
H 2.96 -1.97 -1.25 0.224
H 1.60 -1.51 0.25 0.228
H 0.50 1.29 2.60 0.238
H -1.55 1.14 3.96 0.216
H -3.16 -2.12 4.81 0.213
H -2.91 -0.46 5.42 0.216
H -3.95 -0.75 4.01 0.218
H -1.90 -3.01 2.99 0.208
H -0.02 -2.85 1.47 0.208
H 4.20 -0.80 1.19 0.232
H 4.81 -0.42 -0.43 0.222
H 5.30 0.54 0.95 0.227
H 4.32 2.61 -0.37 0.408
H 2.66 4.69 -1.26 0.209
H 0.18 5.31 -1.43 0.211
H -1.54 3.75 -0.46 0.209
H -0.85 1.59 0.53 0.214
```


[4]
Below is C24H27NO4S in the gas phase in a non-equilibrium geometry, with properties calculated with ωB97M-V/def2-TZVPD.

Calculated values
HOMO ... -7.600 eV
Calculated total energy ... -1684.6690 hartree
SMILES string ... CC(C)CN1C=C2C(=O)[C@](C)(OC(=O)C3CCCC3)C(=O)C=C2C=C1c1ccsc1
2S+1 ... 1

```
57
Properties=species:S:1:pos:R:3:nbo_charge:R:1
C 1.48 -4.20 3.58 -0.605
C 1.15 -2.91 2.83 -0.225
C 1.87 -2.85 1.49 -0.615
C -0.38 -2.82 2.65 -0.206
N -0.78 -1.54 2.10 -0.362
C -0.92 -1.39 0.77 0.142
C -1.08 -0.19 0.16 -0.275
C -1.21 -0.16 -1.30 0.602
O -1.24 -1.16 -1.98 -0.568
C -1.39 1.21 -1.95 0.062
C -2.83 1.33 -2.44 -0.607
O -0.54 1.27 -3.10 -0.488
C 0.72 0.97 -2.84 0.830
O 1.09 0.58 -1.75 -0.616
C 1.65 1.19 -4.01 -0.311
C 0.94 1.18 -5.36 -0.404
C 0.46 2.63 -5.61 -0.408
C 1.07 3.48 -4.48 -0.426
C 2.20 2.62 -3.91 -0.387
C -1.08 2.45 -1.07 0.535
O -0.89 3.52 -1.62 -0.589
C -1.06 2.26 0.34 -0.440
C -1.04 1.03 0.93 0.158
C -0.92 0.83 2.34 -0.259
C -0.80 -0.40 2.89 0.207
C -0.71 -0.55 4.35 -0.123
C -1.66 -1.24 5.16 -0.259
C -1.36 -1.19 6.48 -0.400
S 0.09 -0.31 6.78 0.466
C 0.28 0.01 5.11 -0.390
H 0.99 -4.22 4.55 0.210
H 2.55 -4.27 3.73 0.218
H 1.16 -5.06 3.01 0.203
H 1.46 -2.06 3.45 0.206
H 2.95 -2.90 1.65 0.219
H 1.65 -1.93 0.96 0.222
H 1.58 -3.69 0.87 0.203
H -0.87 -2.98 3.61 0.221
H -0.71 -3.60 1.96 0.212
H -0.91 -2.29 0.17 0.238
H -2.94 2.27 -2.98 0.237
H -3.05 0.51 -3.11 0.232
H -3.52 1.32 -1.60 0.220
H 2.44 0.45 -3.93 0.234
H 0.11 0.47 -5.37 0.223
H 1.65 0.88 -6.13 0.207
H 0.80 2.97 -6.58 0.200
H -0.62 2.69 -5.58 0.213
H 0.33 3.67 -3.71 0.241
H 1.44 4.44 -4.85 0.207
H 3.10 2.70 -4.52 0.202
H 2.46 2.90 -2.88 0.223
H -0.96 3.15 0.95 0.220
H -0.93 1.69 2.98 0.229
H -2.53 -1.72 4.76 0.232
H -1.90 -1.61 7.30 0.242
H 1.12 0.58 4.77 0.247
```


[5]
Below is C24H27NO7 in the gas phase, with properties calculated with ωB97M-V/def2-TZVPD.

Calculated values
HOMO ... -8.171 eV
Calculated total energy ... -1512.1497 hartree
ΔE to the lowest compared entry with this formula, charge and spin ... 0.183 eV
SMILES string ... CCOc1ccc(/C(O)=C2\C(=O)C(=O)N(CCOCCO)[C@@H]2c2ccccc2OC)cc1
2S+1 ... 1

```
59
Properties=species:S:1:pos:R:3:nbo_charge:R:1
C 0.17 3.18 6.95 -0.640
C 0.27 1.71 7.33 -0.062
O 1.32 1.04 6.66 -0.490
C 1.20 0.74 5.34 0.336
C 2.35 0.23 4.74 -0.259
C 2.35 -0.11 3.40 -0.173
C 1.20 0.07 2.63 -0.091
C 1.22 -0.28 1.21 0.451
O 1.85 -1.45 0.97 -0.661
C 0.71 0.50 0.22 -0.295
C 0.19 1.85 0.33 0.458
O -0.04 2.51 1.32 -0.515
C 0.05 2.36 -1.10 0.589
O -0.26 3.47 -1.46 -0.580
N 0.39 1.34 -1.93 -0.416
C 0.59 1.52 -3.34 -0.238
C -0.16 0.52 -4.22 -0.073
O -1.54 0.64 -4.01 -0.537
C -2.35 0.12 -5.03 -0.078
C -2.24 -1.40 -5.22 -0.094
O -3.27 -1.91 -6.03 -0.710
C 0.72 0.11 -1.25 -0.085
C -0.32 -0.98 -1.47 -0.008
C -1.66 -0.67 -1.42 -0.176
C -2.62 -1.65 -1.58 -0.235
C -2.23 -2.96 -1.79 -0.196
C -0.88 -3.30 -1.82 -0.292
C 0.08 -2.31 -1.65 0.264
O 1.44 -2.55 -1.63 -0.539
C 1.89 -3.87 -1.80 -0.251
C 0.04 0.54 3.24 -0.117
C 0.04 0.87 4.58 -0.323
H -0.04 3.29 5.89 0.220
H -0.62 3.66 7.52 0.215
H 1.11 3.68 7.17 0.216
H 0.52 1.61 8.39 0.194
H -0.69 1.20 7.16 0.170
H 3.24 0.12 5.34 0.223
H 3.24 -0.49 2.94 0.221
H 1.84 -1.69 0.03 0.504
H 0.22 2.53 -3.55 0.252
H 1.66 1.46 -3.58 0.193
H 0.18 -0.50 -3.99 0.170
H 0.09 0.74 -5.27 0.178
H -2.12 0.62 -5.99 0.151
H -3.37 0.37 -4.74 0.199
H -2.35 -1.89 -4.25 0.194
H -1.26 -1.66 -5.63 0.150
H -3.25 -1.46 -6.88 0.462
H 1.71 -0.25 -1.59 0.213
H -1.96 0.36 -1.27 0.229
H -3.67 -1.40 -1.55 0.221
H -2.97 -3.74 -1.92 0.221
H -0.60 -4.32 -1.98 0.221
H 1.52 -4.52 -1.01 0.186
H 1.60 -4.27 -2.78 0.184
H 2.98 -3.81 -1.75 0.205
H -0.87 0.63 2.67 0.226
H -0.88 1.23 5.02 0.219
```


[6]
Below is a molecular structure, C24H28BCl2N7O3PS2Tl in a non-equilibrium geometry, with properties calculated with ωB97M-V/def2-TZVPD.

Calculated values
HOMO ... -2.390 eV
Calculated total energy ... -3796.0239 hartree
Charge ... -2
2S+1 ... 1

```
69
Properties=species:S:1:pos:R:3:nbo_charge:R:1
Tl 8.99 8.47 11.87 0.815
C 7.04 4.87 13.97 -0.376
C 8.27 4.61 14.71 -0.073
N 8.88 5.77 14.94 -0.280
N 8.03 6.79 14.61 -0.367
C 6.87 6.25 14.08 -0.014
B 8.22 8.10 15.52 0.613
N 9.76 8.37 15.62 -0.369
C 10.84 7.97 14.86 -0.005
C 11.95 8.72 15.16 -0.393
C 11.47 9.66 16.11 -0.070
N 10.21 9.40 16.47 -0.303
N 7.37 9.33 14.94 -0.344
C 7.48 10.64 15.36 -0.021
C 6.75 11.41 14.45 -0.393
C 6.22 10.46 13.50 -0.068
N 6.67 9.23 13.75 -0.314
H 6.28 4.12 13.81 0.203
H 8.75 3.72 15.06 0.190
H 5.94 6.76 13.86 0.234
H 7.84 7.97 16.66 -0.076
H 10.78 7.14 14.19 0.230
H 12.92 8.71 14.64 0.221
H 11.99 10.47 16.64 0.184
H 7.97 10.85 16.29 0.235
H 6.74 12.48 14.38 0.208
H 5.48 10.56 12.72 0.201
Cl 6.72 5.93 7.87 -0.024
C 6.79 7.69 7.94 -0.166
C 6.35 8.45 6.93 -0.210
C 6.37 9.86 6.97 -0.095
Cl 5.79 10.82 5.61 -0.067
C 6.77 10.50 8.17 -0.094
C 6.72 11.91 8.32 -0.155
C 7.25 12.55 9.38 -0.263
C 7.89 11.74 10.38 0.057
N 7.92 10.43 10.30 -0.456
C 7.33 9.77 9.26 0.065
C 7.29 8.30 9.14 0.465
O 7.65 7.55 10.13 -0.827
H 5.98 8.02 6.03 0.219
H 6.27 12.44 7.52 0.211
H 7.13 13.66 9.45 0.211
H 8.39 12.18 11.27 0.203
C 10.68 6.93 7.20 -0.635
C 12.11 6.53 7.03 0.082
C 12.37 5.09 6.71 -0.627
O 12.75 6.84 8.32 -0.864
P 12.86 8.44 8.80 1.637
S 13.84 9.59 7.51 -0.723
S 11.22 9.11 9.63 -0.742
O 13.89 8.22 10.02 -0.861
C 14.01 7.05 10.91 0.136
C 14.87 5.93 10.23 -0.645
C 12.68 6.50 11.42 -0.650
H 10.09 6.49 6.39 0.191
H 10.53 7.96 7.35 0.250
H 10.38 6.38 8.10 0.222
H 12.63 7.17 6.37 0.198
H 12.27 4.45 7.64 0.218
H 13.31 4.91 6.19 0.207
H 11.57 4.62 6.09 0.205
H 14.62 7.42 11.77 0.169
H 14.49 5.68 9.23 0.238
H 15.06 5.07 10.87 0.191
H 15.86 6.32 10.06 0.201
H 12.31 5.87 10.57 0.222
H 11.96 7.31 11.76 0.243
H 12.90 5.85 12.23 0.198
```